144
Properties=species:S:1:pos:R:3:forces:R:3:lowdin_charge:R:1 method="wB97M-V/def2-TZVPD" max_force_ev_per_a=3.413 total_energy_ev=-137572.324 orbital_gap_ev=10.4 e_above_lowest_kcal_mol=0.0
C -0.027 3.071 2.702 -0.2285 -0.4182 -0.9140 -0.0469
C -1.576 3.200 2.735 1.8299 0.6937 1.7631 -0.2153
O -1.726 4.432 3.434 -1.9647 -0.0945 -1.4992 0.1447
C -0.589 4.934 3.882 0.7527 -0.1195 1.5836 -0.5823
O -0.486 5.841 4.652 -0.0841 -0.0113 -0.7305 0.1681
O 0.422 4.154 3.493 1.0621 -0.0317 -0.4142 0.0885
F -2.047 2.265 3.611 -0.7322 -0.3875 -0.4762 0.0595
H 0.375 3.054 1.688 -0.1170 0.6393 0.0398 0.0963
H 0.371 2.143 3.114 -0.5249 -0.0537 0.3648 0.1291
H -2.115 3.195 1.793 -0.1285 -0.0546 0.0922 0.1700
C -5.606 -3.862 2.441 -1.1369 1.3242 0.0044 -0.0239
C -4.719 -4.412 1.336 0.3379 -2.0314 1.2896 -0.3083
O -4.728 -3.487 0.299 0.3439 -0.2567 0.2780 0.1455
C -5.311 -2.331 0.736 -0.6295 -0.4654 0.6955 -0.5334
O -5.404 -1.332 0.124 0.2293 0.2669 -0.4965 0.1911
O -5.825 -2.524 1.969 0.3728 0.7455 0.0904 0.0446
F -5.106 -5.665 0.922 -0.6616 0.4394 -0.5571 0.0515
H -5.156 -3.834 3.432 0.4098 0.0522 -0.2460 0.1374
H -6.634 -4.195 2.601 0.3226 -1.0404 -0.5186 0.1469
H -3.752 -4.663 1.778 0.5111 0.8705 -0.5847 0.1629
C -4.134 2.881 -2.939 1.1051 -0.5228 -0.1511 -0.0958
C -5.063 2.486 -1.802 1.5668 -0.1869 -1.1633 -0.3061
O -6.242 3.057 -2.251 -1.1988 -0.5587 0.7211 0.1413
C -6.018 3.981 -3.209 0.8580 0.7224 -0.1312 -0.5382
O -6.853 4.584 -3.793 0.0093 -0.0560 0.1874 0.1863
O -4.666 4.126 -3.357 -0.6789 -0.0697 -0.6172 0.0802
F -4.684 3.016 -0.596 -0.1884 0.0431 0.0305 0.0585
H -4.193 2.125 -3.724 -0.5774 0.1687 -0.0739 0.1037
H -3.055 2.914 -2.798 -0.1657 0.5391 0.8037 0.1191
H -5.084 1.400 -1.747 -0.6311 0.0231 0.4665 0.1582
C -5.598 0.405 3.495 -0.8205 0.7356 -0.2614 -0.0301
C -5.182 1.302 2.333 0.8796 -0.0826 0.1116 -0.3326
O -5.259 2.592 2.926 -0.3462 -0.6398 0.2490 0.1191
C -4.931 2.402 4.249 -0.0688 2.0080 -0.7833 -0.5804
O -4.663 3.334 4.932 0.0098 -0.6190 0.6019 0.1824
O -4.963 1.112 4.569 0.0801 -0.9330 0.5642 0.0786
F -5.954 1.209 1.242 -0.3200 0.1624 0.1610 0.0886
H -5.404 -0.660 3.480 0.7641 0.1691 -0.0569 0.1168
H -6.679 0.511 3.630 -0.0643 0.0251 -0.1263 0.1479
H -4.123 1.232 2.074 -0.0584 -0.7235 -0.4107 0.1518
C 7.205 -2.078 0.863 0.8099 0.3089 0.2371 -0.0478
C 8.354 -1.079 0.551 -0.3796 -1.7830 0.7822 -0.2382
O 7.692 0.070 0.055 2.3850 0.0730 0.2578 0.1648
C 6.420 -0.181 -0.131 -2.2924 -0.3231 0.0671 -0.5711
O 5.562 0.586 -0.477 0.8731 -0.1468 -0.0303 0.1608
O 6.150 -1.456 0.172 -0.8135 -0.3268 0.1721 0.0179
F 9.161 -1.691 -0.377 0.0304 0.7615 -0.5267 0.0502
H 7.030 -2.223 1.932 -0.3709 0.8036 0.0025 0.1332
H 7.347 -3.098 0.509 0.2968 0.2805 -0.6960 0.1335
H 8.987 -0.881 1.413 -0.1273 0.6326 -0.1459 0.1708
C -0.160 -1.867 5.238 0.3500 -0.4196 0.0296 -0.0418
C 0.087 -0.355 5.266 0.0019 -1.6416 -0.2397 -0.2610
O -1.000 0.100 4.528 -0.0508 1.4894 0.0894 0.1316
C -1.450 -0.836 3.688 -0.0626 -1.7903 0.3063 -0.5289
O -2.234 -0.734 2.801 -0.0231 0.6153 -0.0064 0.1645
O -0.932 -2.045 4.054 -0.1548 0.5244 -0.0308 0.0481
F 1.235 -0.102 4.560 -0.0528 0.3866 0.1658 0.0593
H -0.733 -2.248 6.085 0.0540 0.2338 0.0780 0.1403
H 0.757 -2.441 5.119 0.0478 0.1537 0.1028 0.1435
H 0.169 0.088 6.256 -0.2625 0.3066 -0.2086 0.1778
C 4.046 -2.449 -2.917 -0.3447 0.3101 0.3126 -0.0305
O 5.269 -2.712 -3.565 1.3414 -0.3438 -0.9289 0.0076
C 6.251 -3.327 -2.875 -1.7033 1.9396 -0.0401 -0.5872
O 6.054 -3.777 -1.780 1.0218 -1.0995 0.2493 0.1048
O 7.380 -3.128 -3.516 0.4488 -0.5894 -0.6416 0.0252
C 8.518 -3.890 -3.082 0.3334 1.0699 0.4265 -0.0115
H 3.414 -3.339 -2.887 0.0419 0.0751 0.1382 0.1137
H 3.573 -1.670 -3.513 -0.0717 -0.1268 0.0086 0.1070
H 4.235 -2.065 -1.911 -0.1880 -0.0038 -0.4331 0.0681
H 9.407 -3.334 -3.378 -0.1911 0.0469 -0.4007 0.0969
H 8.530 -4.861 -3.566 -0.1429 -0.2041 0.4035 0.1015
H 8.543 -3.835 -1.994 -0.1098 -0.8387 0.0058 0.0819
C -7.437 -1.014 -5.815 0.3697 1.2730 -0.1539 -0.0163
O -6.574 -1.318 -4.717 -0.8486 -1.1159 0.4440 -0.0117
C -5.808 -0.350 -4.237 1.0465 -1.0105 -0.9247 -0.5920
O -5.877 0.807 -4.529 -0.2387 0.3360 0.2936 0.1535
O -4.759 -0.866 -3.568 -1.0762 1.1145 0.7755 -0.0367
C -4.633 -2.221 -3.155 1.4589 -0.2180 -0.6632 -0.0415
H -6.761 -0.677 -6.602 -0.3985 -0.1882 -0.3839 0.1017
H -8.101 -0.178 -5.591 0.0475 -0.0441 0.2031 0.0990
H -8.039 -1.870 -6.095 0.3565 -0.2877 0.2047 0.0943
H -4.666 -2.889 -4.019 -0.4041 -0.0293 0.0966 0.0995
H -5.226 -2.587 -2.321 -0.4465 0.5167 -0.1484 0.0859
H -3.584 -2.190 -2.851 -0.1212 -0.4884 0.3006 0.0835
C 3.951 -3.082 0.127 1.1434 0.1027 1.1156 -0.0832
O 2.607 -3.415 -0.102 -0.5947 -0.2962 -0.9009 0.0419
C 1.700 -3.099 0.798 -0.2096 0.1466 0.4536 -0.6099
O 1.917 -2.573 1.861 0.0134 0.0601 0.2807 0.1238
O 0.504 -3.469 0.362 0.3193 -0.5718 -0.4315 0.0321
C -0.605 -3.202 1.184 -1.0721 0.1968 0.5329 -0.0449
H 4.338 -3.549 1.039 -0.2291 -0.2042 0.0722 0.1197
H 4.161 -2.019 0.271 -0.7307 -0.3563 -0.2107 0.0475
H 4.558 -3.422 -0.707 -0.5630 -0.1757 0.4016 0.0488
H -1.486 -3.563 0.656 0.1057 0.2165 -0.4059 0.0950
H -0.716 -2.140 1.395 0.0964 -0.0064 -0.1634 0.0744
H -0.651 -3.723 2.143 0.7821 -0.0908 -0.0344 0.0945
C -2.378 -0.223 -0.581 -0.2310 1.5156 -1.0504 -0.0202
O -1.031 -0.553 -0.880 0.1844 -1.1311 -0.1904 0.0051
C -0.041 0.115 -0.313 -1.3642 1.1119 1.0267 -0.6258
O -0.169 1.169 0.287 0.2280 -0.6219 -0.4043 0.1215
O 1.050 -0.588 -0.455 1.1068 0.0004 -0.5712 0.0228
C 2.297 0.127 -0.306 0.0315 -0.7165 0.2043 0.0211
H -2.999 -0.798 -1.262 0.0545 -0.6056 0.5025 0.0745
H -2.552 0.783 -0.976 -0.0261 0.2173 0.5575 0.0866
H -2.613 -0.280 0.478 0.0195 -0.2463 -0.0605 0.0778
H 2.551 0.650 -1.224 -0.2203 0.2794 0.0652 0.1078
H 3.035 -0.659 -0.170 -0.0854 0.2575 0.0760 0.0576
H 2.246 0.770 0.567 0.0861 0.1630 -0.1114 0.0914
C 3.799 -0.679 2.985 0.4276 -2.1594 0.3867 -0.0563
O 4.158 0.648 3.279 -0.0289 1.0610 0.5549 0.0171
C 5.472 0.918 3.207 0.1372 -0.8684 -3.2974 -0.5743
O 6.353 0.109 3.044 0.0743 -0.6519 0.8731 0.1204
O 5.640 2.188 2.915 -0.5218 1.4501 0.8319 0.0052
C 6.671 2.638 2.044 1.0158 0.6078 -0.0128 -0.0308
H 2.768 -0.960 3.191 0.0999 1.0035 0.2694 0.0624
H 4.427 -1.335 3.596 -0.0985 -0.1467 -0.1625 0.1076
H 3.935 -0.982 1.943 0.3561 0.6561 0.0765 0.0664
H 6.890 3.672 2.304 -0.5011 0.1162 0.0404 0.1004
H 6.355 2.589 1.005 -0.2230 -0.1640 0.0502 0.0779
H 7.657 2.179 2.120 -0.3512 -0.7632 0.3665 0.0939
C -2.241 -1.133 -5.575 -0.5007 -0.9045 0.1116 -0.0278
O -1.113 -0.317 -5.300 -0.2544 -0.2159 -0.5875 0.0339
C -1.278 0.508 -4.281 1.9400 0.3819 0.6931 -0.5726
O -2.236 0.674 -3.585 -0.6120 -0.0472 -0.1357 0.1306
O -0.073 1.094 -4.091 -0.2726 -0.2948 -0.2978 0.0203
C 0.019 2.080 -3.090 -0.4677 1.4449 0.6020 -0.0542
H -2.324 -1.904 -4.804 -0.2460 0.3523 0.2566 0.0909
H -2.108 -1.724 -6.479 0.4740 0.5943 -0.2687 0.0990
H -3.147 -0.535 -5.650 -0.0043 -0.0714 0.1234 0.0975
H -0.334 3.057 -3.443 -0.0351 -0.1398 -0.4025 0.0975
H 1.053 2.259 -2.808 0.0789 -0.5356 -0.0867 0.0955
H -0.590 1.913 -2.200 0.1798 -0.5698 -0.0600 0.0780
C -0.272 5.169 -1.252 -1.4941 0.9712 0.2166 -0.0592
O 0.685 4.193 -0.954 0.8670 -1.2052 -0.1544 -0.0260
C 1.679 4.427 -0.061 -1.4407 1.6010 -0.0641 -0.6116
O 1.874 5.496 0.448 0.3325 0.0396 -0.0916 0.1460
O 2.280 3.298 0.205 0.1542 -0.8916 -0.7283 -0.0108
C 3.535 3.300 0.858 0.6023 0.0175 1.0412 -0.0215
H -1.212 4.695 -1.547 0.2566 -0.5732 0.1803 0.0840
H -0.075 5.823 -2.104 0.8413 -0.0218 0.2068 0.1002
H -0.536 5.768 -0.378 0.3739 0.1310 -0.0182 0.1009
H 3.462 2.671 1.745 -0.1192 -0.1864 -0.1673 0.0865
H 3.844 4.272 1.243 -0.2701 0.2208 -0.3853 0.1083
H 4.297 2.890 0.196 -0.1729 0.0125 -0.1507 0.0854